ORCA calculation (ωB97M-V/def2-TZVPD) on a cluster of 6 separate species, C17H39FIN5O10SSi in total.

Atoms and positions in Å:
C: 1.338 -3.988 2.806
H: 2.739 -2.800 -3.728
H: -0.418 0.866 -4.683
H: 4.365 -2.701 -7.432
N: 3.063 -2.665 -5.778
H: -4.181 -4.994 4.082
H: -3.849 -8.008 6.193
H: 1.398 -4.310 1.762
H: 0.109 0.094 -3.045
C: 2.540 7.689 -0.134
H: 2.315 -3.604 3.113
H: -2.826 2.301 1.078
C: 4.469 9.121 -0.803
H: 3.457 8.056 2.256
N: 0.359 -2.926 2.916
H: 3.575 -4.246 -7.024
C: -2.148 -6.774 3.815
N: -3.176 -6.695 4.731
C: -1.562 1.657 -2.834
C: 2.650 -1.375 -6.038
C: -3.065 -7.257 6.060
O: -2.420 2.766 -3.277
O: -2.174 -6.322 2.678
S: 0.922 4.187 -2.365
H: -5.123 -6.046 5.178
H: 3.133 -0.939 -6.927
H: -1.924 3.181 -4.054
I: 3.295 1.184 -2.505
H: -4.833 -6.537 3.483
H: -3.247 0.893 0.059
H: -3.194 -6.457 6.794
O: 5.079 9.234 1.933
C: 4.033 -3.343 -6.612
H: 5.497 8.749 -0.779
O: 1.733 2.807 -5.118
N: 3.705 8.464 0.237
H: 1.110 2.279 -5.716
H: -1.262 -7.300 4.206
O: -1.990 0.964 -1.744
H: 4.479 10.198 -0.611
H: 1.424 -3.427 -4.749
C: -0.781 -3.114 3.788
C: 0.540 -1.770 2.188
O: 1.478 -1.545 1.434
C: 4.108 8.596 1.549
C: -4.405 -6.029 4.353
H: -2.010 0.737 1.333
C: 2.511 -3.365 -4.637
H: -2.089 -7.727 6.209
H: -2.738 -0.338 3.119
F: 0.287 3.991 -0.785
C: -2.956 1.216 1.063
O: 2.300 4.939 -2.246
O: 1.836 -0.744 -5.376
H: 2.061 7.251 0.746
H: 1.827 8.345 -0.642
C: -3.780 0.016 3.061
H: -0.423 -3.279 4.808
O: -4.620 -0.328 3.883
H: 1.060 -4.836 3.438
Si: 1.308 2.353 -3.437
H: 2.931 -4.371 -4.560
H: -5.621 1.975 2.677
O: -0.033 5.096 -3.176
H: -6.040 0.574 1.663
N: -4.006 0.857 1.992
H: -0.262 -1.030 2.346
H: 2.850 6.888 -0.811
H: -1.436 -2.238 3.775
C: -0.180 1.138 -3.548
C: -5.333 1.400 1.791
H: 4.897 -3.616 -5.998
H: -1.345 -3.989 3.450
H: -5.357 2.045 0.909
H: 4.030 8.927 -1.786

**Structure (SMILES)**: O=C(O)C[Si@](O)(I)S(=O)(=O)F.CN(C)C=O.CN(C)C=O.CN(C)C=O.CN(C)C=O.CN(C)C=O
**Lowest unoccupied orbital energy**: -1.3 eV
**E_HOMO**: -8.8 eV
**Spin multiplicity**: 1


ORCA calculation (ωB97M-V/def2-TZVPD) on a cluster of 3 separate species, C17H39NO9P in total.

Atoms and positions in Å:
P: -1.493 0.170 -1.426
H: -4.708 -1.818 -0.195
H: -0.719 8.406 -1.707
H: 2.452 -3.408 1.909
H: -4.589 5.977 -0.611
C: -3.996 5.474 0.149
H: -0.596 1.133 1.013
C: 6.297 -5.359 1.433
H: -1.663 -1.223 1.622
H: 8.245 -5.095 3.102
H: 5.984 -6.703 -1.108
C: -4.152 -0.107 -1.356
C: 7.535 -5.886 3.330
N: -2.405 2.362 -2.627
H: -4.145 5.964 1.109
C: 4.988 -6.270 -1.186
O: -2.761 7.713 -0.502
C: 0.179 8.573 0.255
C: -2.120 6.699 -0.491
H: -4.735 -2.073 -1.935
H: 0.738 7.946 0.952
O: 7.283 -5.347 0.744
O: -0.819 6.572 -0.744
C: -4.974 -1.356 -1.147
O: 0.583 -2.647 1.381
H: 7.356 -5.939 4.399
H: -4.278 4.427 0.217
H: -0.290 -2.494 3.248
H: 0.789 7.501 -1.516
H: -1.049 -0.189 2.892
H: 0.781 9.450 0.021
O: -1.457 -0.479 -2.880
H: -0.737 8.905 0.740
H: 3.916 -4.525 -0.516
H: 4.264 -6.991 -0.805
C: -0.749 -0.776 2.023
H: -4.583 0.760 -0.860
H: -7.056 -1.907 -1.382
C: -1.396 1.945 -1.662
O: 5.042 -5.179 1.006
C: 0.198 -1.865 2.495
C: -0.155 -0.436 -0.450
H: -4.054 0.130 -2.415
C: 1.421 -3.733 1.738
H: -2.254 1.956 -3.543
H: 0.931 0.333 1.236
H: -6.668 -0.324 -2.030
H: -2.402 3.370 -2.722
C: -0.115 0.153 0.982
C: 4.903 -4.975 -0.410
H: -6.799 -0.544 -0.283
O: -2.809 -0.311 -0.778
H: -0.357 2.148 -1.968
O: -2.605 5.480 -0.205
O: 6.258 -5.603 2.740
C: -6.462 -1.013 -1.207
H: 0.754 -0.194 -1.010
H: -0.251 -1.524 -0.426
H: 7.917 -6.836 2.964
H: -1.590 2.453 -0.715
H: 5.648 -4.257 -0.751
H: 1.064 -4.227 2.646
H: -0.678 -0.246 -3.410
H: 4.775 -6.086 -2.240
C: -0.124 7.813 -1.015
H: 1.415 -4.453 0.921
H: 1.082 -1.414 2.968

**Lowest unoccupied orbital energy**: -2.8 eV
**E_HOMO**: -12.4 eV
**Charge**: +1
**Spin multiplicity**: 1


ORCA calculation (ωB97M-V/def2-TZVPD) on a structure of composition C17H39OP3SSc.

Atoms and positions in Å:
C: -2.644 -2.099 -2.103
C: 1.719 -3.531 -6.652
H: -2.201 2.231 2.685
S: 1.606 -2.149 -2.119
H: -2.973 1.220 1.426
O: 0.644 -1.803 1.311
H: 4.427 1.641 0.956
C: -1.056 3.060 0.005
C: 3.488 1.097 1.147
H: 4.218 -0.487 -1.187
H: 2.960 1.589 1.973
C: 2.354 2.768 -0.865
H: -0.238 3.364 -0.656
C: -3.219 0.619 -1.742
H: -2.609 0.930 -2.596
H: -4.669 -0.836 0.032
C: 1.365 -2.463 -7.377
H: 1.330 2.906 1.808
H: -1.907 2.832 -0.644
H: 0.963 -4.168 -6.187
H: -3.700 -2.366 -2.205
C: 3.796 0.467 -1.523
H: 3.735 0.074 1.468
P: 2.477 1.001 -0.390
C: -1.078 -2.134 -5.107
H: 3.343 3.155 -1.130
H: -0.064 2.997 2.909
C: -3.688 -1.228 0.337
C: 1.018 -0.488 -4.211
H: 0.316 -2.286 -7.647
H: -0.226 -3.617 -3.790
C: 0.509 2.335 2.248
P: -2.407 -0.773 -0.889
H: -2.258 -1.809 -3.081
C: 0.776 -1.725 -3.596
P: -0.579 1.584 0.978
H: -1.935 0.468 2.646
H: -1.516 -0.572 -6.500
H: 0.440 0.894 -5.734
H: -3.440 -0.825 1.326
Sc: 0.250 -0.568 -0.575
H: 1.701 2.857 -1.739
H: 0.947 1.538 2.860
H: 2.772 -3.827 -6.571
C: 0.207 -0.067 -5.250
H: 1.486 -1.863 1.800
C: -0.172 -2.594 -4.161
C: -0.871 -0.869 -5.668
H: -1.904 -2.782 -5.413
H: 1.937 3.395 -0.073
H: 3.399 0.295 -2.529
H: 0.020 -2.445 1.696
H: 1.813 0.116 -3.784
H: -2.079 -2.985 -1.797
H: 2.114 -1.747 -7.741
H: 0.022 0.413 -2.003
H: -1.313 3.893 0.674
H: -3.744 -2.322 0.415
H: -4.209 0.314 -2.098
H: 4.593 1.222 -1.566
H: -3.333 1.479 -1.076
C: -2.068 1.362 2.024

**Lowest unoccupied orbital energy (spin up / spin down)**: -13.6 / -13.7 eV
**E_HOMO (spin up / spin down)**: -17.5 / -17.3 eV
**Charge**: +3
**Spin multiplicity**: 1
**ΔE to the lowest compared entry with this formula, charge and spin**: 252.57 kJ/mol


ORCA calculation (ωB97M-V/def2-TZVPD) on a structure of composition C17H40AlO7Si.

Atoms and positions in Å:
O: -4.724 -0.381 -1.905
O: -1.278 6.487 -1.074
H: -2.891 -3.438 1.478
H: -5.853 -1.451 0.948
H: 0.255 -0.104 3.450
C: -2.501 -0.584 -2.725
H: 6.280 -5.630 -0.971
H: 1.458 -3.649 2.290
H: -1.838 3.000 -1.146
C: 5.048 -3.925 -0.325
C: -1.746 -1.638 1.670
Al: -4.624 -1.464 1.997
H: -3.566 6.386 0.324
H: 2.937 -2.757 2.005
H: 6.039 -7.105 2.229
C: -2.067 7.592 -0.631
C: 1.837 -0.888 -0.127
C: -1.881 0.989 -0.393
H: 1.123 -0.587 -0.891
O: -0.509 -2.090 1.015
C: 1.922 -2.670 2.386
H: -2.505 0.043 -3.616
C: -1.246 2.088 -1.220
H: 2.463 -0.022 0.076
H: -3.998 6.873 -1.310
H: 7.149 -4.152 -0.533
C: 6.250 -4.544 -1.006
C: 5.884 -6.064 1.943
O: 4.417 -4.596 0.657
C: 0.723 0.124 2.498
C: 4.708 -5.950 0.995
C: -2.116 6.756 -3.390
H: -1.498 -0.593 -2.305
H: 1.959 -2.428 3.446
H: -2.441 7.760 -3.133
H: -1.640 -1.742 2.751
H: 6.804 -5.694 1.491
H: -1.972 8.432 -1.322
H: 2.449 -1.688 -0.528
H: -1.303 0.063 -0.407
C: -3.511 7.204 -0.393
H: -1.602 7.896 0.305
Si: 0.925 -1.397 1.424
H: 0.068 0.835 1.993
H: -1.950 1.297 0.650
C: -1.214 6.101 -2.365
H: -1.577 6.795 -4.332
H: 3.801 -6.305 1.480
H: -2.764 -1.599 -3.010
O: 4.659 -2.827 -0.600
H: -1.883 -0.586 1.435
H: -4.069 8.054 0.002
C: -3.574 -0.079 -1.781
C: -2.962 -2.385 1.207
H: -2.993 6.124 -3.520
H: 6.242 -4.231 -2.046
H: 5.695 -5.479 2.842
H: 4.843 -6.551 0.094
H: -5.026 -2.100 3.448
H: -4.160 0.093 2.270
H: -0.237 2.303 -0.867
H: -2.994 -2.314 0.117
H: -1.184 1.822 -2.276
O: -3.233 0.742 -0.770
O: -0.480 5.201 -2.653
H: 1.674 0.625 2.656

**Lowest unoccupied orbital energy**: 2.1 eV
**E_HOMO**: -4.5 eV
**Charge**: -1
**Spin multiplicity**: 1